A structure of composition C22H26N2O3 at a distorted geometry, computed with the ωB97M-V functional and the def2-TZVPD basis.

## Properties
* total energy: -1188.32618 a.u.
* energy relative to the best compared isomer or geometry (same formula, charge and spin): 572.5 kcal/mol
* lowest unoccupied orbital energy: -0.136 eV
* E_HOMO: -7.8 eV
* spin multiplicity: 1

Last column: natural (NBO) charge in e.
Cartesian coordinates (Å):
C -5.90 -4.31 4.01  -0.243
H -5.78 -3.70 4.80  0.177
O -5.99 -3.79 2.72  -0.519
C -4.82 -3.03 2.27  0.313
C -4.99 -2.25 0.91  -0.184
C -3.71 -1.60 0.56  -0.218
C -2.44 -1.52 1.33  0.193
C -2.46 -2.40 2.31  -0.226
C -3.53 -3.02 2.85  -0.343
H -3.51 -3.49 3.92  0.230
H -1.36 -2.54 2.98  0.191
N -1.32 -1.04 0.54  -0.493
C -1.16 -1.19 -0.76  -0.127
H -1.83 -1.62 -1.24  0.210
C -0.30 -0.11 -1.39  -0.103
N 0.96 0.29 -0.35  -0.402
C 2.10 0.16 -0.65  0.678
O 3.08 0.25 0.19  -0.733
C 2.50 -0.51 -2.17  -0.437
H 2.40 -1.41 -2.17  0.194
C 4.03 -0.12 -2.54  -0.365
C 4.56 1.29 -2.86  -0.411
C 4.26 2.25 -1.82  0.550
O 5.25 2.77 -1.10  -0.536
C 2.81 2.63 -1.82  -0.160
C 2.46 3.18 -0.27  -0.065
C 1.15 3.85 0.05  -0.261
C 0.31 3.59 -0.93  -0.202
C 0.61 3.46 -2.14  -0.221
C 1.77 2.93 -2.48  -0.183
H 2.02 2.52 -3.63  0.186
H -0.27 3.44 -3.10  0.214
H -0.72 4.07 -0.62  0.205
H 1.00 4.13 1.03  0.224
H 3.30 3.26 0.43  0.225
H 5.50 1.12 -3.19  0.240
H 3.67 1.46 -3.97  0.149
H 4.47 -0.81 -2.96  0.188
H 4.64 -0.34 -1.52  0.222
H 2.13 0.19 -2.82  0.209
C 0.43 0.54 1.11  -0.260
C -0.05 -0.65 1.68  -0.130
H -0.56 -0.35 2.51  0.218
H 0.38 -1.42 1.60  0.179
H 1.47 0.68 1.40  0.287
H -0.33 1.34 0.98  0.232
H -0.06 -0.27 -2.21  0.146
H -1.09 0.83 -1.18  0.186
H -0.33 -2.29 -0.77  0.031
H -3.65 -1.17 -0.42  0.193
H -5.77 -2.42 0.47  0.179
H -5.19 -5.19 3.87  0.183
H -7.04 -4.87 4.03  0.190